No. 1
Entry from OMol25: a single C5H8O molecule (ωB97M-V with the def2-TZVPD basis set).

Results
Gap between HOMO and LUMO, eV: 10.79
2S+1: 1
ΔE to the lowest compared entry with this formula, charge and spin, eV: 1.480

Each line ends with the Mulliken charge.
Element x y z (Å)
O  1.80430  1.42286  -0.87802  -0.4627
C  1.64020  0.97272  0.22976  -0.0195
C  1.05469  -0.40183  0.49264  -0.6818
C  -0.16657  -0.65077  -0.37709  0.1568
C  -1.56029  -0.66562  0.18792  -0.6489
C  -1.09129  0.49995  -0.63438  -0.5898
H  1.89838  1.57790  1.12446  0.3223
H  1.84167  -1.12570  0.24541  0.3048
H  0.83928  -0.51796  1.56150  0.2919
H  -0.00446  -1.31733  -1.21903  0.3690
H  -2.28355  -1.35857  -0.23255  0.2574
H  -1.66524  -0.51730  1.26096  0.2210
H  -1.42167  0.65362  -1.65448  0.2482
H  -0.88544  1.42805  -0.10711  0.2312

=====

No. 2
Entry from OMol25: a molecular structure, C14H21N3O6PdS2Se4 (ωB97M-V with the def2-TZVPD basis set).

Results
Gap between HOMO and LUMO (spin up / spin down), eV: 4.94 / 4.95
2S+1: 1
ΔE to the lowest compared entry with this formula, charge and spin, eV: 0.000

Each line ends with the Mulliken charge.
Element x y z (Å)
Pd  0.63032  0.21082  1.34985  0.6844
C  5.20471  -0.09844  2.07390  -1.3458
C  3.85742  0.34193  1.58780  0.6877
N  3.05253  1.03266  2.29964  -0.0362
O  3.55812  1.26859  3.57052  -0.4892
C  3.39727  -0.02339  0.23333  0.1146
C  4.37612  -0.21378  -0.88239  -1.7638
N  2.12999  -0.16697  0.03367  0.7269
O  1.65016  -0.46436  -1.14692  -0.9651
H  5.09095  -0.65144  3.00685  0.3691
H  5.83034  0.76691  2.29637  0.3250
H  5.70853  -0.72637  1.34461  0.3636
H  2.86492  1.79412  3.98596  0.3605
H  5.17285  0.52842  -0.82895  0.4136
H  3.85541  -0.13303  -1.83234  0.4033
H  4.83760  -1.20330  -0.83595  0.3791
Se  -1.47922  0.72589  2.36602  -0.1323
Se  -1.77083  -0.87372  3.97383  -0.0745
Se  -1.08541  -2.78031  2.78883  -0.0328
Se  0.88172  -2.08846  1.90714  0.0440
O  0.33039  2.07082  0.33322  -0.8434
S  -0.29956  1.90225  -1.05707  0.7777
C  -1.67362  3.10093  -1.04623  -0.8311
C  -1.33383  4.20725  -2.04336  -0.5842
C  0.18539  4.35333  -2.00822  -0.5679
C  0.72181  2.93329  -2.13197  -0.7844
H  -1.67855  3.46196  -0.01672  0.3245
H  -2.60575  2.57641  -1.24692  0.4143
H  -1.84794  5.13099  -1.78051  0.3364
H  -1.65767  3.92422  -3.04711  0.2854
H  0.50371  4.78700  -1.05834  0.2734
H  0.56027  4.98712  -2.81132  0.3971
H  1.74833  2.77689  -1.80507  0.3013
H  0.60542  2.53729  -3.14280  0.4416
N  -0.02528  -2.51022  -0.42954  -0.0291
C  -1.37293  -2.59173  -0.34678  0.2738
C  -2.15098  -1.41329  -0.28782  0.7447
C  -3.51993  -1.50233  -0.21500  -0.8558
C  -4.13582  -2.75247  -0.17760  -0.0634
C  -3.37048  -3.92735  -0.18894  -0.8991
C  -2.00466  -3.85727  -0.25391  -0.5567
S  -5.92435  -2.89112  -0.08096  1.2675
O  -6.38825  -1.52302  -0.18020  -0.6942
O  -6.22666  -3.74190  -1.21488  -0.6594
O  -6.09285  -3.51733  1.21735  -0.6555
H  0.48620  -1.67023  -0.80133  0.1333
H  0.47889  -3.37634  -0.56269  0.3189
H  -1.64203  -0.46258  -0.31596  0.3848
H  -4.15159  -0.62486  -0.17532  0.5679
H  -3.88456  -4.87815  -0.14621  0.3980
H  -1.39661  -4.75530  -0.26954  0.3513

=====

No. 3
Entry from OMol25: a single C37H46INO4 molecule at a distorted geometry (ωB97M-V with the def2-TZVPD basis set).

Results
Gap between HOMO and LUMO, eV: 6.72
2S+1: 1

Each line ends with the Mulliken charge.
Element x y z (Å)
C  -3.52400  -6.56064  5.95171  -1.1185
C  -4.08804  -5.81973  4.61183  -0.6661
I  -5.82630  -4.58667  5.17530  0.0751
C  -4.44777  -6.89335  3.44048  -0.5219
C  -4.05411  -6.37723  1.97528  0.5914
C  -3.61337  -7.34257  0.81653  -0.5923
C  -3.18555  -6.82885  -0.60865  -0.7290
C  -3.21147  -5.29848  -0.83332  0.3841
C  -3.65655  -4.33147  0.33310  0.2162
C  -4.08363  -4.83030  1.73378  -0.1634
C  -3.60097  -2.74896  -0.00309  -0.2009
O  -4.49639  -1.94196  0.35183  -0.5320
C  -2.28335  -2.31875  -0.83918  0.4311
C  -1.49575  -1.04214  -0.47028  -0.8523
C  -0.19723  -0.75859  -1.32739  0.0015
C  0.63643  0.55758  -0.88521  0.2586
C  1.01503  0.33636  0.69210  -1.0343
C  0.48356  1.57515  1.56879  1.1137
C  0.07730  1.18906  3.08903  -0.6813
C  -0.70532  2.48906  3.67884  -0.8738
C  0.22758  3.83156  3.64495  -0.2133
C  -0.14717  4.83339  2.44025  -0.9436
C  0.98546  5.00542  1.30926  -0.0774
C  2.46228  5.31158  1.85878  -0.7127
C  3.45657  4.05186  1.88511  -0.7648
C  3.63033  3.29583  0.47804  0.8875
C  4.58403  4.10329  -0.52812  -0.7665
N  4.09148  4.17329  -1.93098  0.2569
C  2.99639  3.51116  -2.60943  -0.1384
C  2.83146  3.89096  -4.09896  -0.3731
C  4.00480  4.90109  -4.36648  -0.6548
C  4.71748  4.98649  -2.98833  -0.3371
C  0.25384  -1.71375  -2.48718  0.5758
C  1.59217  -1.42558  -3.30988  -0.9962
C  1.39573  -0.57691  -4.66342  -0.7422
C  -0.03782  0.19156  -4.75572  0.1150
C  0.13430  1.23383  -5.98573  0.3100
O  0.07146  2.47490  -5.79208  -0.5802
O  0.41025  0.73668  -7.28945  -0.4670
C  -0.55926  -3.01107  -2.86374  -0.8988
C  -1.83419  -3.28592  -2.00507  0.5916
C  -2.75684  -4.59771  -2.21978  0.0053
O  -3.12269  -5.01452  -3.34936  -0.5327
H  -3.00036  -5.72701  6.55409  0.3441
H  -2.72265  -7.33851  5.69541  0.3547
H  -4.38507  -6.96423  6.58468  0.3172
H  -3.23674  -5.10769  4.29351  0.4917
H  -5.51204  -7.29886  3.51958  0.3560
H  -3.75164  -7.79627  3.65595  0.2926
H  -3.56511  -8.46941  0.99360  0.2930
H  -2.83675  -7.53591  -1.42825  0.3497
H  -4.35997  -4.04942  2.51521  0.2082
H  -1.76831  -0.31659  0.37404  0.2974
H  1.57746  0.70148  -1.53420  -0.1222
H  -0.02991  1.46833  -1.05768  0.4718
H  0.71951  -0.69407  1.08090  0.5904
H  2.17455  0.36285  0.71810  0.3439
H  -0.44747  2.07283  1.10692  0.3702
H  1.37001  2.30591  1.66747  -1.3651
H  -0.55323  0.24102  3.17395  0.3304
H  1.07317  1.12718  3.67655  0.2745
H  -0.95693  2.29631  4.79198  0.3445
H  -1.70335  2.68741  3.15990  0.3476
H  1.34114  3.58345  3.72980  0.1350
H  -0.04059  4.39331  4.62332  0.3583
H  -0.49395  5.87191  2.81756  0.3540
H  -1.07795  4.39627  1.90370  0.3368
H  0.67418  5.93415  0.68792  0.3778
H  0.91857  4.12047  0.58435  -0.0766
H  2.37581  5.72424  2.93457  0.3545
H  2.95857  6.16355  1.25263  0.3355
H  3.20909  3.25499  2.66834  0.2664
H  4.49985  4.46442  2.16996  0.4336
H  2.62110  2.98104  0.01656  -0.8777
H  4.17090  2.29710  0.71150  0.3267
H  5.60172  3.54882  -0.57048  0.2567
H  4.83780  5.16839  -0.17206  0.3760
H  2.28889  2.79224  -2.05803  0.1593
H  2.05443  3.54253  -4.85184  0.3050
H  4.31099  5.45331  -5.31748  0.3186
H  5.63644  5.56404  -2.64802  0.3187
H  2.32736  -0.91248  -2.59757  0.3080
H  2.09074  -2.42538  -3.61503  0.4154
H  2.19249  0.25988  -4.70610  0.3081
H  1.58894  -1.26396  -5.55347  0.2992
H  -0.19874  0.74873  -3.76223  0.0574
H  -0.83077  -0.60414  -4.96002  0.3119
H  -0.01311  1.32683  -7.95257  0.3670
H  -0.25922  -3.72405  -3.70118  0.3344

=====

No. 4
Entry from OMol25: a single C8H17NO3 molecule at a distorted geometry (ωB97M-V with the def2-TZVPD basis set).

Results
Gap between HOMO and LUMO, eV: 9.37
2S+1: 1
ΔE to the lowest compared entry with this formula, charge and spin, eV: 2.092

Each line ends with the Mulliken charge.
Element x y z (Å)
C  -2.86345  0.53807  -0.14341  -0.9077
C  -2.47744  -0.92562  -0.53236  -0.6931
C  -0.99674  -0.99622  -0.87267  -0.7726
C  -0.06786  -0.94294  0.31472  0.0730
N  -0.33888  0.20129  1.23849  -0.3087
C  0.15048  1.51264  0.86770  -0.8536
C  1.46264  1.55422  -0.00242  -0.1584
O  1.31270  1.70869  -1.40075  -0.5802
C  2.22686  0.18182  0.20241  -0.2350
O  3.45161  0.05550  -0.39842  -0.6063
C  1.39694  -1.03580  -0.17844  -0.4587
O  2.17778  -2.24568  0.06750  -0.6087
H  -2.75516  1.33979  -0.85628  0.2636
H  -3.98754  0.46752  0.11884  0.3399
H  -2.29570  0.75772  0.82224  0.2358
H  -3.10909  -1.32534  -1.33879  0.3798
H  -2.87072  -1.54446  0.35059  0.2569
H  -0.71802  -2.04775  -1.32927  0.3896
H  -0.71644  -0.28525  -1.75579  0.2319
H  -0.33564  -1.87940  0.77629  0.5272
H  -0.14950  -0.10432  2.16984  0.2982
H  -0.69781  2.17542  0.50131  0.3004
H  0.33064  2.06985  1.78764  0.4408
H  2.01526  2.40956  0.33213  0.4520
H  0.45999  2.48510  -1.37742  0.4172
H  2.45239  0.10365  1.32495  0.2232
H  3.45734  -0.95603  -0.46507  0.4985
H  1.28975  -0.93521  -1.22085  0.4834
H  2.19559  -2.33683  0.99726  0.3714